No. 1
C43H54N4O6PPdS2Si as an isolated structure. Source: OMol25; level of theory: ωB97M-V/def2-TZVPD.

Geometry as XYZ:
```
112
Properties=species:S:1:pos:R:3:mulliken_charge:R:1
Pd -0.77473 -0.13277 -0.23599 0.023
C 2.20794 -4.07583 6.27113 -1.051
O 1.82994 -3.12686 5.29700 -0.283
C 2.22567 -1.83239 5.48644 0.796
C 2.96113 -1.38253 6.56717 -0.442
C 3.32873 -0.03997 6.64636 -0.828
C 2.97996 0.83033 5.63362 -1.459
C 2.25668 0.37684 4.53473 0.435
C 1.84754 -0.94798 4.45788 -0.425
N 1.14578 -1.49600 3.38524 0.459
C 0.29282 -0.84537 2.50099 -0.352
N -0.30583 0.24243 3.01398 0.247
C -1.19846 1.15954 2.41978 0.354
C -1.63208 1.09200 1.09635 -0.683
C -2.61588 2.03462 0.74599 -0.554
C -3.07288 3.01007 1.61629 -0.991
C -2.56810 3.09256 2.90866 -0.279
C -1.64581 2.15161 3.30322 0.402
O -1.11542 2.15813 4.59439 -0.560
C -2.04491 1.73102 5.57851 -0.943
N 0.08709 -1.29824 1.29998 0.919
C 0.72404 -2.54364 1.02260 -0.872
C 1.96588 -2.61095 0.41724 0.533
C 2.61523 -3.82754 0.25658 -0.981
C 2.01614 -4.98968 0.70899 -1.306
C 0.76120 -4.94905 1.30760 -0.584
C 0.11155 -3.72812 1.45998 1.137
O -1.10016 -3.57765 2.06804 -0.246
C -1.78145 -4.74718 2.46376 -1.115
H 1.79726 -5.02661 5.94216 0.233
H 1.79651 -3.82199 7.25188 0.364
H 3.29599 -4.15602 6.34416 0.409
H 3.25096 -2.06495 7.35292 0.412
H 3.89742 0.30723 7.49888 0.383
H 3.27621 1.87006 5.67437 0.463
H 2.03086 1.05723 3.72462 0.748
H 1.25109 -2.48862 3.25105 0.277
H -0.09689 0.45927 3.97535 0.401
H -3.03039 2.01211 -0.24946 0.511
H -3.81505 3.72312 1.27731 0.431
H -2.88357 3.86163 3.60320 0.479
H -2.90552 2.40256 5.62559 0.376
H -1.52364 1.74038 6.53473 0.272
H -2.40201 0.71838 5.36376 0.297
H 2.41890 -1.69184 0.06908 0.132
H 3.57865 -3.85779 -0.23482 0.412
H 2.50838 -5.94509 0.57750 0.338
H 0.29701 -5.86580 1.64005 0.454
H -2.71471 -4.41458 2.91071 0.244
H -1.20709 -5.31605 3.20186 0.345
H -2.00122 -5.38741 1.60427 0.371
C 0.12926 -4.20836 -2.51220 -1.037
Si -0.74817 -2.53325 -2.45628 0.126
C -1.31283 -2.17066 -4.21254 -1.142
C -2.29658 -2.76601 -1.42903 -0.795
N 0.22790 -1.31252 -1.72475 0.985
C 1.38245 -0.84234 -2.27734 0.972
C 1.95141 -1.33006 -3.47576 -0.713
C 3.11036 -0.81117 -4.03829 -1.391
C 3.79548 0.22496 -3.43083 -0.874
C 3.30600 0.71470 -2.22004 -1.031
C 2.15856 0.19012 -1.66987 0.068
O 1.68581 0.61422 -0.43964 2.037
C 2.22858 1.65980 0.25082 -0.733
C 3.30146 1.43825 1.10428 0.017
C 3.75511 2.47322 1.91054 -0.830
C 3.13183 3.71376 1.86904 -0.543
C 2.05682 3.91861 1.01294 -0.793
C 1.59981 2.89557 0.19482 -0.157
H -0.42550 -4.91407 -3.13752 0.472
H 0.20577 -4.63196 -1.50938 0.138
H 1.14348 -4.13221 -2.90896 0.280
H -1.87944 -3.02348 -4.60053 0.482
H -0.48742 -1.97837 -4.90017 0.320
H -1.97986 -1.30618 -4.21904 0.108
H -2.89014 -3.58681 -1.84479 0.438
H -2.91495 -1.86482 -1.44553 0.155
H -2.06671 -3.00096 -0.38791 0.025
H 1.44603 -2.13323 -3.99225 0.265
H 3.47149 -1.22729 -4.97228 0.367
H 4.69008 0.64576 -3.87062 0.386
H 3.81964 1.51491 -1.70082 0.437
H 3.75828 0.45644 1.13393 0.512
H 4.58887 2.30434 2.58139 0.434
H 3.47673 4.51614 2.50902 0.392
H 1.55601 4.87829 0.99144 0.441
H 0.74577 3.01813 -0.46155 0.280
C -2.11771 1.30421 -6.61100 -1.653
C -1.35283 1.48516 -5.31594 1.586
C 0.05469 2.01105 -5.49900 -1.295
O -2.07966 2.43470 -4.50557 -0.080
P -2.68135 1.94332 -3.09040 0.409
S -4.15652 0.68471 -3.28970 -0.441
S -1.05808 1.40764 -2.05544 -0.562
O -3.15105 3.35941 -2.48721 -0.334
C -3.79029 4.45627 -3.16166 0.586
C -4.85655 4.02472 -4.15259 -1.332
C -2.74385 5.36795 -3.77897 -1.207
H -1.60719 0.58260 -7.25202 0.430
H -2.18922 2.25476 -7.14543 0.330
H -3.12295 0.93954 -6.40044 0.348
H -1.30719 0.53341 -4.77865 -0.641
H 0.03706 2.97893 -6.00625 0.333
H 0.64350 1.31068 -6.09470 0.418
H 0.53960 2.12234 -4.52889 0.078
H -4.27660 4.99184 -2.34142 0.386
H -4.41380 3.50867 -5.00465 0.193
H -5.38129 4.91281 -4.51335 0.487
H -5.57123 3.34980 -3.68551 0.312
H -2.25147 4.87463 -4.61555 0.103
H -1.98881 5.62941 -3.03736 0.273
H -3.21938 6.28532 -4.13433 0.471
```

* largest force on an atom: 0.5 eV/Å
* HOMO level: -3.87 eV
* energy above the lowest of the compared OMol25 structures with the same formula, charge and spin: 0.000 eV
* lowest unoccupied orbital energy: 2.000 eV
* frontier orbital gap: 5.87 eV
* total energy: -106036.0596 eV
* net charge: -1

No. 2
C43H55BrN4OOsP as an isolated structure at a distorted geometry. Source: OMol25; level of theory: ωB97M-V/def2-TZVPD.

Geometry as XYZ:
```
106
Properties=species:S:1:pos:R:3:lowdin_spin:R:1
Os -1.65594 -0.91292 -0.07901 2.362
Br -1.38629 4.71664 4.88850 0.006
C -1.23399 3.16197 3.82979 0.018
C -0.22635 2.22271 4.09413 0.000
C -0.13459 1.08039 3.33868 0.016
C -1.02113 0.81863 2.27589 0.006
O -0.87420 -0.28696 1.59067 0.170
C -2.04233 1.77789 2.01290 0.019
C -3.01465 1.61742 0.98690 0.021
N -3.04435 0.69540 0.07118 0.057
C -4.04374 0.66607 -0.93470 0.003
C -5.01921 1.61810 -1.13511 0.004
C -6.00277 1.44870 -2.12125 -0.003
C -6.02729 0.32138 -2.89388 0.004
C -5.01110 -0.64899 -2.75954 0.000
C -4.97144 -1.82424 -3.53797 0.021
C -3.91482 -2.68671 -3.39805 0.001
C -2.90129 -2.38157 -2.49405 0.018
N -2.92970 -1.32666 -1.68406 0.017
C -3.98945 -0.45393 -1.80075 0.015
C -2.12610 2.93352 2.81319 0.001
H 0.47037 2.40623 4.90131 0.000
H 0.63288 0.34299 3.53892 0.001
H -3.79487 2.37439 0.98731 0.002
H -5.05527 2.51776 -0.53659 0.000
H -6.75666 2.21255 -2.25100 0.000
H -6.81701 0.16439 -3.61663 0.000
H -5.76939 -2.03289 -4.23942 0.001
H -3.85223 -3.59711 -3.97672 0.000
H -2.03154 -3.01666 -2.42816 0.000
H -2.91049 3.65692 2.62451 0.000
C 7.02961 -0.09051 -0.55135 0.000
C 5.98845 1.01930 -0.36739 -0.005
C 6.32240 1.83481 0.89923 -0.002
C 5.97409 1.92882 -1.59887 0.000
C 4.60522 0.43235 -0.10769 0.002
C 4.43217 -0.75148 0.60804 0.238
C 3.12460 -1.24959 0.84646 0.153
N 2.02523 -0.63584 0.46785 0.030
C 2.16045 0.53843 -0.14853 0.167
C 3.44311 1.08076 -0.48085 0.152
C 0.99338 1.38828 -0.45005 0.040
C 1.16887 2.75169 -0.18718 0.094
C 0.21240 3.69662 -0.55639 0.002
C -0.84273 3.19873 -1.31485 0.074
C -0.96635 1.82948 -1.52194 0.045
N -0.13127 0.91358 -1.03510 0.100
C 0.39146 5.17009 -0.25698 -0.002
C -0.96584 5.86148 -0.07903 0.000
C 1.11238 5.77311 -1.48239 -0.001
C 1.24040 5.39097 1.00050 0.000
H 7.97020 0.35444 -0.87102 0.000
H 6.73038 -0.80448 -1.32189 0.000
H 7.22838 -0.63083 0.37473 0.000
H 7.30036 2.29855 0.76696 -0.001
H 6.36549 1.19489 1.78235 0.001
H 5.58987 2.62523 1.07391 0.000
H 6.99674 2.17573 -1.87770 0.000
H 5.45721 2.87103 -1.40784 0.000
H 5.51570 1.43751 -2.46022 0.000
H 5.27838 -1.31459 0.97939 0.009
H 3.00302 -2.18591 1.38261 0.004
H 3.48370 2.01358 -1.02693 0.005
H 2.06819 3.06857 0.32358 0.006
H -1.58523 3.85472 -1.74783 0.003
H -1.79218 1.45431 -2.11521 0.001
H -1.54522 5.86076 -1.00268 0.000
H -0.80700 6.90233 0.19715 0.000
H -1.55179 5.38762 0.71222 0.000
H 0.50042 5.67991 -2.38065 0.000
H 2.06935 5.27953 -1.66169 0.000
H 1.30012 6.83148 -1.30320 0.000
H 0.83990 4.83752 1.85425 0.000
H 1.23738 6.44881 1.25659 0.000
H 2.28287 5.10551 0.84966 0.000
C -1.83153 -5.90391 0.63329 -0.002
C -2.12490 -4.58418 -0.08218 -0.001
C -3.56490 -4.14915 0.23132 0.007
P -0.90783 -3.21620 0.26568 0.047
C 0.63313 -3.55189 -0.74045 0.019
C 0.93196 -5.02219 -1.02971 0.004
C 0.64455 -2.76377 -2.05916 0.013
C -0.38698 -3.26788 2.05087 0.006
C 0.47993 -4.44956 2.48799 0.001
C -1.60196 -3.09001 2.96546 0.005
H -2.52372 -6.65676 0.25346 0.000
H -2.01201 -5.81990 1.70318 0.000
H -0.82395 -6.27552 0.46905 0.000
H -2.02711 -4.75086 -1.16022 0.000
H -3.76492 -4.22464 1.29935 0.000
H -4.26549 -4.81384 -0.27467 0.000
H -3.78236 -3.12759 -0.08288 0.006
H 1.42153 -3.14273 -0.10856 0.000
H 0.15023 -5.48094 -1.63517 0.000
H 1.07144 -5.61761 -0.13075 0.000
H 1.86041 -5.07796 -1.60063 0.002
H 0.06107 -3.26565 -2.83253 0.000
H 1.66901 -2.70539 -2.43045 0.000
H 0.27338 -1.74270 -1.94405 0.009
H 0.20495 -2.35189 2.11728 0.000
H -0.11367 -5.33520 2.69876 0.000
H 0.98669 -4.18177 3.41773 0.000
H 1.24765 -4.71184 1.75988 0.000
H -2.21757 -3.98806 2.99263 0.000
H -2.22311 -2.24724 2.65471 0.005
H -1.26330 -2.89584 3.98384 0.000
```

* 2S+1: 5
* largest force on an atom: 1.3 eV/Å
* HOMO level (spin up / spin down): -15.36 / -15.46 eV
* ⟨S²⟩: 6.0418
* lowest unoccupied orbital energy (spin up / spin down): -8.501 / -12.370 eV
* frontier orbital gap (spin up / spin down): 6.86 / 3.09 eV
* total energy: -135265.5585 eV
* net charge: +3

Question: Among the records above, which one has the highest total energy?
Answer: C43H54N4O6PPdS2Si